1.
C24H50O13PS4 | the ωB97M-V functional and the def2-TZVPD basis

Last column: Löwdin charge in e.
Atoms and positions in Å:
C: -2.538457 -3.424614 4.098839  -0.113
C: -1.463124 -3.060290 3.043424  -0.204
C: -0.235466 -4.005763 3.167171  -0.315
O: 0.624343 -3.526005 4.178539  -0.341
P: 2.099733 -2.816403 3.605984  0.455
O: 2.068208 -1.440972 4.688711  -0.339
C: 2.166590 -0.280111 3.888493  -0.275
C: 1.224003 -0.504936 2.666929  -0.366
C: 1.571870 0.176773 1.334287  -0.108
C: 2.031099 1.633852 1.486329  -0.163
O: 1.587058 2.358292 0.309614  -0.022
C: 2.063381 3.600027 0.274747  -0.396
O: 1.346458 4.515227 0.114843  0.094
O: 1.390930 -1.871162 2.347642  -0.316
H: -2.486718 -4.473595 4.414694  0.064
H: -3.550710 -3.176078 3.762939  0.011
H: -2.331731 -2.826309 4.993683  0.076
H: -1.851943 -2.978135 2.021712  0.100
H: -1.087550 -2.071539 3.318306  0.082
H: 0.264581 -4.203310 2.211645  0.080
H: -0.624553 -4.977532 3.521751  0.098
H: 2.752944 -3.604783 4.635102  -0.018
H: 2.371372 -3.848964 2.632527  -0.002
H: 3.440061 -2.309608 3.273153  -0.016
H: 1.801223 0.523164 4.550749  0.107
H: 3.233913 -0.089333 3.683946  0.099
H: 0.215327 -0.247582 3.029328  0.136
H: 0.642422 0.202221 0.748199  0.112
H: 2.271323 -0.431563 0.761934  0.125
H: 3.129432 1.620383 1.534278  0.126
H: 1.664996 2.076480 2.418552  0.131
H: 3.144439 3.809834 0.362210  0.150
C: 0.152354 7.569332 -0.468095  -0.217
C: 0.983704 8.127044 -1.628205  -0.214
C: 0.451846 9.530931 -1.943348  -0.227
S: -0.230193 10.163968 -0.407247  0.660
O: -1.654026 10.325990 -0.567996  -0.327
O: 0.603064 11.235966 0.080374  -0.335
C: 0.073055 8.692313 0.561251  -0.229
H: 0.599262 6.670768 -0.047043  0.084
H: -0.850040 7.314787 -0.820952  0.124
H: 2.032000 8.189766 -1.326724  0.116
H: 0.934032 7.482611 -2.505418  0.113
H: 1.239927 10.198730 -2.284207  0.098
H: -0.351575 9.500594 -2.677654  0.101
H: -0.727110 8.558687 1.285827  0.108
H: 1.025882 8.824866 1.074002  0.108
C: 1.501263 -2.671336 -4.113782  -0.239
C: 1.147893 -1.399397 -3.334670  -0.222
C: 0.167264 -1.795143 -2.223521  -0.208
S: 0.527280 -3.507074 -1.819865  0.656
O: -0.611928 -4.316527 -2.186200  -0.332
O: 1.117520 -3.571406 -0.513636  -0.305
C: 1.801892 -3.731061 -3.055419  -0.223
H: 2.338615 -2.525347 -4.769873  0.065
H: 0.646152 -2.982738 -4.720604  0.124
H: 2.054949 -0.980848 -2.892991  0.108
H: 0.717537 -0.636677 -3.983684  0.106
H: 0.295618 -1.187047 -1.330439  0.090
H: -0.866258 -1.742460 -2.563046  0.102
H: 1.764951 -4.748644 -3.439028  0.103
H: 2.762670 -3.544590 -2.574973  0.109
C: -8.308869 -4.967463 4.512267  -0.229
C: -7.439942 -5.298806 5.732102  -0.220
C: -5.982404 -5.012162 5.350198  -0.215
S: -6.035388 -3.724947 4.100113  0.649
O: -5.554381 -4.267609 2.857866  -0.309
O: -5.526367 -2.498504 4.651706  -0.321
C: -7.820009 -3.612721 4.010117  -0.235
H: -9.369055 -4.941342 4.764874  0.110
H: -8.164359 -5.726151 3.739261  0.118
H: -7.733173 -4.662208 6.570391  0.114
H: -7.565937 -6.334242 6.048376  0.111
H: -5.401152 -4.659450 6.198748  0.106
H: -5.503082 -5.884572 4.909600  0.108
H: -8.122392 -3.395435 2.988096  0.106
H: -8.135179 -2.808306 4.674925  0.105
C: 4.455011 0.641000 -8.084617  -0.223
C: 4.105744 1.916328 -7.307411  -0.216
C: 3.152370 1.517092 -6.174664  -0.214
S: 3.539876 -0.189165 -5.772390  0.675
O: 2.403061 -1.012658 -6.107580  -0.324
O: 4.159395 -0.247794 -4.474737  -0.306
C: 4.791477 -0.408761 -7.030613  -0.228
H: 5.287167 0.799406 -8.769935  0.114
H: 3.591431 0.317732 -8.670877  0.119
H: 5.017311 2.346911 -6.886826  0.117
H: 3.655006 2.670900 -7.951436  0.113
H: 3.292332 2.131773 -5.288439  0.105
H: 2.111716 1.556915 -6.492498  0.106
H: 4.756633 -1.428302 -7.408407  0.109
H: 5.760105 -0.211186 -6.571301  0.109

Cartesian forces (eV/Å) of the 3 atoms listed first:
C 0.1104 0.6005 -0.1646
C 0.3350 -0.3097 0.4584
C -0.8805 0.0846 0.4887

## Properties
Highest occupied orbital energy = -3.88 eV
Calculated total energy = -3856.6087 a.u.
Total charge = -1
Frontier orbital gap = 5.41 eV

2.
C4H9N2O2 | the ωB97M-V functional and the def2-TZVPD basis

Last column: Löwdin charge in e.
Atoms and positions in Å:
O: -1.427599 0.103750 3.585245  -0.027
C: -1.305541 0.464179 2.427280  -0.402
N: -0.210756 1.002853 1.841308  -0.006
C: -0.070702 1.011795 0.375785  -0.199
C: 0.652871 -0.327887 -0.013635  -0.255
N: 1.231469 -0.174876 -1.383050  -0.083
C: 0.136127 -0.891798 -2.378047  -0.560
O: -0.162391 -2.068179 -1.934404  -0.312
H: -2.122372 0.331169 1.685383  0.133
H: 0.612515 0.866463 2.426675  0.135
H: -1.024412 1.309782 0.011380  0.094
H: 0.654936 1.779906 0.102295  0.094
H: -0.280349 -0.983052 -0.057175  0.109
H: 1.450822 -0.600090 0.709771  0.108
H: 1.976470 -0.842902 -1.519758  0.042
H: 0.589707 -0.873369 -3.388819  0.058
H: -0.700789 -0.107738 -2.490234  0.073

Cartesian forces (eV/Å) of the 3 atoms listed first:
O 0.2069 0.2901 -0.0147
C -0.2472 -0.3456 -0.6526
N -0.2722 -0.1118 0.9625

## Properties
Highest occupied orbital energy = -2.97 eV
Calculated total energy = -417.7831 a.u.
Relative energy (zero: lowest compared OMol25 entry of this formula, charge and spin) = 62.4 kcal per mole
Total charge = -1
SMILES = O=CNCCNC[O-]
Frontier orbital gap = 6.75 eV

3.
C27H31F5Ge2ORhS3 | the ωB97M-V functional and the def2-TZVPD basis

Last column: Mulliken spin population.
Atoms and positions in Å:
Rh: 1.064714 0.392974 -1.081103  0.785
C: 3.936776 0.699368 -2.837717  0.002
C: 3.988283 1.791083 -1.787979  0.002
S: 2.348096 2.398247 -1.308130  0.088
C: 1.593824 3.004005 -2.870555  0.003
C: 0.963800 2.026826 -3.844436  0.002
S: -0.055670 0.686334 -3.100484  0.137
C: 0.498900 -0.754857 -4.050718  -0.001
C: 1.999086 -0.961993 -4.022516  0.000
S: 2.708471 -0.574912 -2.382979  -0.028
H: 4.903676 0.203904 -2.926014  0.001
H: 3.679250 1.109371 -3.811252  0.001
H: 4.579245 2.636665 -2.140783  0.005
H: 4.438473 1.440737 -0.858569  -0.001
H: 2.363572 3.569986 -3.399702  -0.001
H: 0.849873 3.722745 -2.521207  -0.001
H: 1.710700 1.551586 -4.473134  0.003
H: 0.301424 2.593530 -4.500253  0.000
H: 0.130978 -0.674300 -5.074347  0.006
H: -0.011187 -1.591751 -3.574967  -0.001
H: 2.508957 -0.344604 -4.758643  0.002
H: 2.250170 -2.000389 -4.237241  0.000
C: -3.704934 -2.881841 1.499033  0.000
Ge: -3.070968 -1.118514 0.941906  -0.001
C: -3.846966 0.344765 1.996663  0.000
C: -3.340105 -0.803482 -0.985787  0.004
Ge: -0.661013 -1.125001 1.369913  -0.016
C: -0.080684 -0.965461 3.210326  -0.009
C: 1.216051 -0.637392 3.601915  0.000
C: 1.560213 -0.582434 4.940321  0.002
C: 0.614410 -0.880481 5.911984  0.000
C: -0.678035 -1.215887 5.540402  0.000
C: -1.020779 -1.246501 4.197923  0.000
C: 0.625925 -1.968700 0.141383  0.051
C: 0.176761 -2.537991 -1.059528  -0.022
C: 0.971121 -3.418800 -1.777691  0.013
C: 2.236758 -3.749510 -1.306246  0.000
C: 2.705269 -3.192245 -0.128624  0.017
C: 1.913462 -2.303134 0.581180  0.013
H: -4.783673 -2.945951 1.356827  0.000
H: -3.495208 -3.071381 2.550868  0.000
H: -3.237006 -3.667777 0.907169  0.000
H: -4.932020 0.246566 1.948948  0.000
H: -3.579437 1.315991 1.584830  0.000
H: -3.545477 0.312037 3.042504  0.000
H: -4.390929 -0.555249 -1.137396  0.000
H: -3.115189 -1.683171 -1.588172  0.000
H: -2.747000 0.040899 -1.347227  -0.001
H: 1.968051 -0.381447 2.864185  0.011
H: 2.565052 -0.308426 5.232176  0.000
H: 0.887048 -0.845522 6.958062  0.000
H: -1.417888 -1.444549 6.295266  0.000
H: -2.043420 -1.488472 3.926545  0.000
H: -0.831939 -2.327184 -1.403569  -0.018
H: 0.592793 -3.885115 -2.679710  0.000
H: 2.847783 -4.460203 -1.848235  0.000
H: 3.680589 -3.469658 0.248964  0.001
H: 2.269579 -1.933590 1.534849  -0.004
F: -2.886247 5.487455 1.561843  0.000
C: -2.261210 4.358955 1.312508  0.003
C: -2.084104 3.930159 0.009658  0.000
F: -2.540883 4.659484 -0.994708  0.000
C: -1.426769 2.738175 -0.244453  0.000
F: -1.293116 2.383554 -1.532823  0.001
C: -0.909588 1.920767 0.765714  -0.005
O: -0.274602 0.760606 0.465764  -0.046
C: -1.092156 2.397868 2.064121  0.003
F: -0.625772 1.714381 3.098060  0.001
C: -1.759398 3.584514 2.341324  -0.002
F: -1.905761 3.974338 3.593762  0.000

Cartesian forces (eV/Å) of the 3 atoms listed first:
Rh 1.0397 -1.2201 0.2073
C 0.0716 0.1575 0.0848
C -0.0516 -0.1128 -0.1320

## Properties
Spin multiplicity = 2
Highest occupied orbital energy (alpha / beta) = -13.92 / -13.99 eV
Calculated total energy = -7080.4263 a.u.
Relative energy (zero: lowest compared OMol25 entry of this formula, charge and spin) = 0.0 kcal per mole
Total charge = +2
Frontier orbital gap (alpha / beta) = 6.82 / 6.90 eV

4.
C14H20BaN2O3S | the ωB97M-V functional and the def2-TZVPD basis

Last column: Löwdin charge in e.
Atoms and positions in Å:
C: 2.487392 2.578979 3.279986  -0.174
C: 2.789737 3.578059 2.202268  -0.182
H: 1.392763 2.491442 3.372161  0.052
H: 2.860483 2.863644 4.258953  0.063
H: 2.884541 1.606485 3.003860  0.047
H: 2.572964 3.247863 1.178372  0.058
H: 2.317292 4.546387 2.359104  0.058
H: 3.849678 3.837144 2.262318  0.062
C: -0.765736 -2.585731 0.982518  -0.116
C: -1.068299 -3.946004 1.064946  -0.043
C: -1.216756 -4.683390 -0.115236  -0.042
C: -1.008005 -4.042803 -1.343988  0.004
H: -0.621694 -1.983409 1.889820  0.120
H: -1.159897 -4.414405 2.043017  0.111
H: -1.521435 -5.722520 -0.095123  0.110
H: -1.092817 -4.571679 -2.289957  0.101
N: -0.707062 -1.930301 -0.196232  -0.050
C: -0.729922 -2.651904 -1.353199  -0.205
C: -0.477007 -1.910185 -2.611187  -0.202
N: -0.307625 -0.562503 -2.486545  -0.052
C: 0.192368 0.137741 -3.528820  -0.127
C: 0.018526 -1.769167 -4.991462  -0.041
C: 0.340764 -0.421213 -4.798118  -0.051
H: 0.471998 1.187980 -3.341062  0.116
H: 0.707315 0.196033 -5.621762  0.112
C: -0.349060 -2.535315 -3.876360  0.004
H: -0.576006 -3.594737 -3.966806  0.102
H: 0.054995 -2.225662 -5.980603  0.114
Ba: -0.694866 0.830888 -0.103628  1.825
C: 2.455264 -0.060541 0.218745  -0.289
H: 2.843798 0.509413 -0.641243  -0.128
H: 2.136575 -1.094338 0.009229  -0.133
H: 2.932760 0.121054 1.192987  -0.129
C: -2.378808 3.281872 3.033980  -0.142
S: -2.927969 2.510429 1.515096  0.362
O: -4.327421 2.778110 1.304962  -0.317
O: -2.022891 3.091651 0.477319  -0.578
O: -2.579220 1.054647 1.680306  -0.613
H: -2.493415 4.364693 2.989775  0.069
H: -1.323789 3.000257 3.136135  0.051
H: -2.959514 2.891038 3.885473  0.074

Cartesian forces (eV/Å) of the 3 atoms listed first:
C -1.1291 -0.3522 -0.1234
C 0.9679 0.9732 -0.2296
H 0.2603 -0.2728 0.1149

## Properties
Highest occupied orbital energy = -5.35 eV
Calculated total energy = -1304.3808 a.u.
Relative energy (zero: lowest compared OMol25 entry of this formula, charge and spin) = 0.0 kcal per mole
Total charge = 0
Frontier orbital gap = 4.31 eV

5.
C5H13NO | the ωB97M-V functional and the def2-TZVPD basis

Last column: Löwdin charge in e.
Atoms and positions in Å:
C: 2.952393 1.104782 0.641703  -0.098
C: 2.291153 -0.033005 -0.139356  -0.171
C: 1.425646 0.521024 -1.246969  -0.562
N: 0.135287 0.062053 -1.258988  0.160
O: 1.811823 1.359039 -2.032220  0.057
H: 2.285573 1.926942 0.869779  0.075
H: 3.795662 1.538388 0.115674  0.073
H: 3.381865 0.737382 1.572271  0.069
H: 3.114807 -0.552519 -0.643079  0.119
H: 1.809708 -0.749927 0.517772  0.100
H: -0.563662 0.547845 -1.794163  0.097
H: -0.167478 -0.778090 -0.797324  0.081
C: -2.472176 -0.535852 1.213578  -0.164
C: -3.073288 -0.866446 -0.158215  -0.173
H: -1.433106 -0.820317 1.344139  0.048
H: -2.635472 0.524366 1.398803  0.065
H: -3.036197 -1.089340 1.956117  0.057
H: -2.907890 -1.918950 -0.393076  0.062
H: -2.567905 -0.288743 -0.941424  0.039
H: -4.146751 -0.688637 -0.225027  0.065

Cartesian forces (eV/Å) of the 3 atoms listed first:
C 0.3418 0.0400 0.3486
C 1.1611 0.1576 -0.4993
C -0.6947 -0.2109 0.2121

## Properties
Highest occupied orbital energy = -9.81 eV
Calculated total energy = -328.3114 a.u.
Relative energy (zero: lowest compared OMol25 entry of this formula, charge and spin) = 4.7 kcal per mole
Total charge = 0
SMILES = CCC(N)=O.CC
Frontier orbital gap = 10.62 eV

6.
CH3ClF2Si | the ωB97M-V functional and the def2-TZVPD basis

Last column: Löwdin charge in e.
Atoms and positions in Å:
F: -2.908817 -0.782160 0.003618  -0.032
C: -1.721389 -1.379645 0.123654  -1.097
F: -1.766312 -2.296963 -0.964119  -0.103
Si: -0.118838 -0.076238 0.017203  0.754
Cl: -1.785587 -2.378541 1.499613  0.705
H: -0.147904 0.108045 -1.428787  -0.078
H: 1.059031 -0.884505 0.513197  -0.050
H: -0.501428 1.192510 0.483043  -0.100

Cartesian forces (eV/Å) of the 3 atoms listed first:
F -0.5143 1.1279 0.1091
C 0.6260 -0.1914 -2.0561
F 0.9084 1.0420 0.6257

## Properties
Highest occupied orbital energy = -11.06 eV
Calculated total energy = -989.2720 a.u.
Relative energy (zero: lowest compared OMol25 entry of this formula, charge and spin) = 0.0 kcal per mole
Total charge = 0
SMILES = FC(F)([SiH3])Cl
Frontier orbital gap = 11.72 eV

Among the records above, which one has the highest total charge? C27H31F5Ge2ORhS3

Among the records above, which one has the lowest calculated total energy? C27H31F5Ge2ORhS3

Number 3 is which compound? C27H31F5Ge2ORhS3

The highest calculated total energy belongs to which entry? C5H13NO